DFT (ωB97M-V/def2-TZVPD) results for a 2-piece molecular cluster, C28H24NO7P overall in a non-equilibrium geometry.

Summary:
HOMO level   -9.61 eV
Frontier orbital gap   8.7 eV
Net charge   0
Maximum force   3.24 eV Å⁻¹
SMILES string   CCC(=O)OCCc1cc([PH2]=O)cc2c1C(=O)N(C)C2=O.O=C1c2ccccc2C(=O)c2ccccc21
Energy   -54537.314 eV

The geometry in XYZ format:
```
61
Properties=species:S:1:pos:R:3:forces:R:3:nbo_charge:R:1
C 7.55993 -1.74134 -3.03023 0.00 0.19 -0.13 -0.59
C 6.88925 -1.42294 -4.38049 0.11 -0.58 0.56 -0.51
C 5.54743 -0.74021 -4.16512 1.15 0.30 0.50 0.80
O 5.34416 -0.10545 -3.15391 -0.60 -0.25 -0.53 -0.61
O 4.66870 -0.87956 -5.17566 0.14 0.19 0.54 -0.49
C 3.35460 -0.42309 -4.84589 -1.10 -0.32 -0.60 -0.08
C 2.59305 -1.55438 -4.12217 0.65 0.54 0.00 -0.45
C 1.44859 -1.09508 -3.25156 0.73 -0.41 -0.86 0.01
C 1.40790 0.12735 -2.60763 0.57 0.44 -0.06 -0.18
C 0.34877 0.46529 -1.79889 0.63 0.92 0.94 -0.35
P 0.23659 2.05266 -0.91489 -2.97 1.09 -0.72 1.49
O -1.14127 2.61207 -1.16845 0.88 -0.28 0.09 -1.11
C -0.71728 -0.38344 -1.59444 -0.91 0.06 0.89 -0.15
C -0.70037 -1.58270 -2.23376 0.20 -0.92 -0.40 -0.13
C 0.37127 -1.91645 -3.05173 -0.94 -1.23 0.04 -0.07
C 0.06484 -3.29153 -3.59684 0.10 -0.55 -0.50 0.68
O 0.76637 -4.09704 -4.15339 -0.15 0.89 0.08 -0.50
N -1.31114 -3.59506 -3.29201 -0.81 0.51 0.35 -0.51
C -2.28975 -3.27924 -4.37124 -0.53 -0.66 0.06 -0.42
C -1.69053 -2.73764 -2.21712 0.75 1.31 1.09 0.69
O -2.57580 -2.85391 -1.41080 0.17 -0.33 -0.99 -0.50
H 7.87454 -0.82122 -2.53609 -0.10 -0.12 0.08 0.22
H 8.44648 -2.35833 -3.19510 -0.07 0.07 -0.03 0.21
H 6.88669 -2.28782 -2.36642 0.04 0.10 -0.05 0.21
H 6.77770 -2.37347 -4.90835 -0.18 0.34 -0.35 0.23
H 7.57258 -0.76879 -4.92820 -0.33 -0.03 -0.29 0.24
H 2.85218 -0.26108 -5.80344 0.24 0.05 0.01 0.20
H 3.33859 0.53374 -4.32985 0.46 -0.19 0.15 0.20
H 2.26891 -2.25970 -4.88799 -0.14 -0.07 0.28 0.24
H 3.31244 -2.09094 -3.49128 -0.12 0.04 0.00 0.24
H 2.21553 0.84081 -2.72438 0.05 -0.11 0.01 0.23
H 0.34053 1.88254 0.48748 0.88 -0.29 -0.29 -0.05
H 1.16198 3.00221 -1.39627 0.68 -0.66 0.30 -0.05
H -1.53874 -0.12859 -0.93295 0.04 0.10 -0.07 0.25
H -3.27184 -3.25656 -3.89246 0.10 -0.09 -0.06 0.23
H -2.13551 -2.28311 -4.80459 0.25 -0.21 -0.11 0.19
H -2.33625 -4.06971 -5.11867 0.34 0.18 -0.07 0.23
O -0.94032 3.34634 4.56961 -0.01 -0.03 0.02 -0.53
C -1.91773 2.64884 4.75166 0.26 0.19 -0.09 0.54
C -2.63032 2.02122 3.60625 -0.08 -0.04 0.07 -0.15
C -2.15570 2.22183 2.31613 0.00 -0.06 -0.16 -0.16
C -2.78280 1.61531 1.23910 -0.02 -0.17 0.05 -0.21
C -3.89156 0.79995 1.45572 0.08 0.06 0.04 -0.19
C -4.38019 0.60903 2.73779 -0.07 -0.05 -0.19 -0.17
C -3.75650 1.22266 3.81688 0.12 0.07 0.03 -0.06
C -4.30208 1.02373 5.18648 -0.28 -0.19 0.01 0.54
O -5.31160 0.37404 5.36571 0.03 0.01 0.02 -0.53
C -3.57741 1.63492 6.33510 0.11 0.07 -0.05 -0.15
C -4.05085 1.43099 7.62523 -0.02 -0.01 0.18 -0.15
C -3.36887 1.96652 8.70470 0.05 0.03 -0.04 -0.19
C -2.20964 2.70834 8.50013 -0.06 -0.03 -0.02 -0.19
C -1.74142 2.92578 7.21542 0.06 0.05 0.17 -0.18
C -2.42482 2.39519 6.12819 -0.10 -0.09 0.02 -0.06
H -1.29096 2.85184 2.15380 -0.02 0.04 0.12 0.23
H -2.38543 1.77361 0.24105 -0.20 0.10 0.10 0.26
H -4.37655 0.31414 0.61831 0.00 0.00 0.01 0.22
H -5.24461 -0.02019 2.90150 0.01 0.04 0.13 0.24
H -4.94939 0.85044 7.78416 0.00 -0.02 -0.14 0.24
H -3.73721 1.80345 9.70931 0.00 0.00 -0.01 0.22
H -1.67302 3.11843 9.34593 -0.01 0.00 -0.01 0.22
H -0.84212 3.50528 7.05665 -0.03 -0.01 -0.14 0.24
```
Positions in Å, forces in eV/Å.